{
  "formula": "C34H31N6OPPd",
  "method": "ωB97M-V with the def2-TZVPD basis set",
  "e_homo_ev": [-6.49, -6.65],
  "gap_ev": [6.344, 6.392],
  "charge": 0,
  "total_energy_ha": -2187.18421,
  "max_force_ev_per_a": 2.7,
  "multiplicity": 1,
  "e_lumo_ev": [-0.15, -0.26],
  "de_lowest_kcal_mol": 77.37,
  "symbols": ["Pd", "C", "C", "C", "C", "C", "C", "P", "C", "C", "C", "C", "C", "C", "C", "C", "C", "C", "C", "C", "C", "C", "C", "C", "H", "H", "H", "H", "H", "H", "H", "H", "H", "H", "H", "H", "H", "H", "H", "H", "N", "C", "C", "N", "C", "H", "H", "H", "H", "C", "C", "C", "C", "C", "N", "H", "H", "H", "H", "H", "H", "H", "H", "H", "N", "C", "O", "C", "C", "N", "C", "N", "H", "H"],
  "xyz": [[0.02093, 0.14098, -0.17114], [-3.53287, -2.54691, -5.47670], [-4.05870, -2.59262, -4.19570], [-3.29806, -2.17831, -3.11783], [-1.99370, -1.72991, -3.29862], [-1.46852, -1.69499, -4.59062], [-2.23634, -2.09541, -5.66823], [-0.96571, -1.24390, -1.86998], [0.34547, -0.18707, -2.67103], [1.64734, -0.19066, -2.12937], [2.56022, 0.78624, -2.51019], [2.20115, 1.77611, -3.41106], [0.91974, 1.79025, -3.94237], [-0.00783, 0.84205, -3.54842], [-0.03275, -2.77452, -1.56023], [0.05130, -3.80361, -2.46489], [0.75210, -4.97264, -2.13580], [1.33174, -5.11027, -0.90500], [1.26703, -4.07247, 0.04794], [1.85263, -4.18215, 1.32527], [1.73514, -3.15957, 2.22232], [1.08527, -1.96092, 1.86931], [0.53993, -1.78003, 0.62073], [0.59012, -2.86816, -0.28987], [-4.12896, -2.86202, -6.32107], [-5.06420, -2.95779, -4.03623], [-3.70999, -2.21110, -2.12170], [-0.45041, -1.36994, -4.75031], [-1.81377, -2.06639, -6.66325], [1.99466, -1.03277, -1.53505], [3.56364, 0.76538, -2.10783], [2.91502, 2.53123, -3.70417], [0.63922, 2.55711, -4.65225], [-1.02215, 0.87747, -3.93009], [-0.42115, -3.72603, -3.43331], [0.81908, -5.76959, -2.86361], [1.85201, -6.02114, -0.64013], [2.39073, -5.08592, 1.57733], [2.15195, -3.25663, 3.21644], [1.03285, -1.18167, 2.62179], [1.77915, 1.94030, 3.51499], [2.73540, 2.32223, 2.61671], [2.27762, 1.93214, 1.39220], [1.07097, 1.32256, 1.53679], [0.79162, 1.33905, 2.81404], [1.81776, 2.06763, 4.51403], [3.63026, 2.82710, 2.91567], [2.72087, 2.04080, 0.42010], [-0.09983, 0.94091, 3.26370], [-2.30341, 3.74941, -2.83927], [-1.48422, 4.19712, -1.62269], [-2.41553, 4.50936, -0.44634], [-0.61178, 5.41070, -1.97405], [-0.60529, 3.11119, -1.24051], [0.12461, 2.26791, -0.97322], [-2.98218, 4.54537, -3.13779], [-2.88516, 2.86313, -2.59670], [-1.65166, 3.51555, -3.67705], [-3.11204, 5.29791, -0.72419], [-1.84547, 4.83763, 0.42006], [-2.97731, 3.61881, -0.17375], [-1.24194, 6.24374, -2.27943], [0.06488, 5.16519, -2.79033], [-0.01603, 5.71641, -1.11544], [-2.91831, 1.47859, 2.75023], [-2.51738, 0.68966, 1.70184], [-1.84022, 1.19795, 0.79112], [-2.90571, -0.69582, 1.73403], [-2.63223, -1.41172, 0.59914], [-2.38480, -1.81402, -0.47701], [-3.58522, -1.17798, 2.84971], [-4.15489, -1.46000, 3.81204], [-2.78019, 2.47119, 2.65476], [-3.62162, 1.15112, 3.39322]],
  "lowdin_charge": [0.720, -0.083, -0.076, -0.081, -0.315, -0.110, -0.077, 1.001, -0.385, -0.148, -0.102, -0.105, -0.113, -0.151, -0.278, -0.059, -0.073, -0.032, -0.170, -0.049, -0.088, -0.109, -0.137, -0.212, 0.102, 0.104, 0.081, 0.106, 0.105, 0.099, 0.101, 0.096, 0.098, 0.101, 0.096, 0.102, 0.110, 0.107, 0.099, 0.068, 0.069, -0.091, -0.133, -0.004, -0.184, 0.157, 0.107, 0.094, 0.126, -0.028, -0.579, -0.035, -0.031, -0.120, 0.194, 0.091, 0.095, 0.075, 0.090, 0.090, 0.080, 0.090, 0.087, 0.091, 0.162, -0.527, -0.090, -0.201, -0.132, 0.055, -0.255, 0.127, 0.101, 0.086]
}